Formula: C2H5N3S2
Source: the OMol25 dataset
Level of theory: ωB97M-V/def2-TZVPD

XYZ file:
```
12
Properties=species:S:1:pos:R:3:forces:R:3
C -1.19144 -0.21529 -0.83988 0.234 0.548 -0.551
C -0.70971 0.96742 -1.67875 -1.033 0.283 -0.182
N -0.33188 -0.77706 -0.10091 0.072 -0.432 -0.385
N 0.67226 0.91327 -1.64703 2.767 -0.273 0.619
N -0.32874 0.17149 2.25212 -0.685 2.025 -0.295
S 1.02686 1.01914 1.65705 -0.595 0.031 -0.364
S 1.20827 0.13758 -0.38391 -1.164 0.031 -1.394
H -2.25582 -0.42659 -0.79402 0.095 -0.493 0.046
H -1.07312 1.12455 -2.71567 -0.015 -0.654 0.545
H -1.06567 1.84000 -1.14697 -0.551 0.627 0.452
H -0.01754 -0.75544 2.32787 -0.141 -1.583 0.219
H -1.11537 0.22843 1.56847 1.015 -0.110 1.291
```
Positions in Å, forces in eV/Å.

Calculated values
2S+1: 1
DFT total energy: -28292.9474 eV
Charge: 0

---

Formula: C2H5N3S2
Source: the OMol25 dataset
Level of theory: ωB97M-V/def2-TZVPD

XYZ file:
```
12
Properties=species:S:1:pos:R:3:forces:R:3
C -0.05772 -0.07997 -0.10612 -0.452 -1.133 1.436
C -1.54877 0.14072 -0.04610 2.028 2.302 -0.119
H 2.40621 -0.29184 0.55592 -0.368 1.130 -0.396
H 2.58179 1.34699 0.07970 1.214 0.471 0.403
H 1.29126 -1.64670 -0.33575 -1.977 0.802 0.659
H -0.26294 -2.13664 -0.01557 -2.111 -1.493 -0.275
H -3.21028 1.88422 -0.12382 0.229 -0.531 0.097
N 2.11972 0.48944 -0.07947 -0.742 -0.886 0.426
N 0.78313 0.87093 0.01388 -0.339 0.118 -1.145
N 0.32900 -1.38487 0.04453 4.455 0.375 -0.956
S -1.86614 1.85599 0.00865 -0.067 0.568 -0.103
S -2.56526 -1.04825 0.00415 -1.870 -1.724 -0.029
```
Positions in Å, forces in eV/Å.

Calculated values
SMILES: N/N=C(\N)C(=S)S
2S+1: 1
DFT total energy: -28294.3766 eV
Charge: 0

---

Formula: C2H5N4
Source: the OMol25 dataset
Level of theory: ωB97M-V/def2-TZVPD

XYZ file:
```
11
Properties=species:S:1:pos:R:3:forces:R:3
C 1.67823 0.87677 -0.58799 -0.306 -0.044 0.252
C -0.58608 0.66139 0.63579 3.191 0.196 -2.233
N 2.53853 1.59810 -0.80415 0.808 0.478 -0.076
N -1.66473 -0.00485 0.77709 2.913 -0.770 -1.996
N 0.47835 -1.23141 -0.61277 -0.820 0.591 0.381
N 0.58288 0.13423 -0.42924 -4.652 0.630 4.472
H -0.49754 1.61510 1.18979 0.585 -0.378 -0.766
H -2.41114 0.46975 1.24899 -0.910 -0.615 0.290
H -1.55861 -0.87342 0.18202 -1.283 0.265 0.804
H 0.43204 -1.38578 -1.59302 0.209 -0.872 -0.648
H 1.00807 -1.85987 -0.00650 0.265 0.519 -0.480
```
Positions in Å, forces in eV/Å.

Calculated values
SMILES: N#C/[N+](N)=C/N
2S+1: 1
DFT total energy: -8104.9371 eV
Charge: +1

---

Per-record energy relative to the best compared isomer or geometry (same formula, charge and spin), kcal per mole: 85.8 52.8 64.3
Per-record HOMO, hartree: -0.3086 -0.3187 -0.5540